Entry one
Entry from OMol25: one molecule with the formula C4H13N5 (the ωB97M-V functional and the def2-TZVPD basis).

Calculated values
Total charge: 0
Orbital gap (Ha): 0.29007
HOMO energy (eV): -7.23
2S+1: 1

Each line ends with the Löwdin charge.
Geometry (Å):
1 C -1.762 0.145 -0.144  -0.750
2 C 2.416 -1.187 -0.449  -0.082
3 C 1.765 1.166 1.155  0.000
4 N 1.070 -0.650 -0.369  0.002
5 C 0.711 0.382 0.431  -0.367
6 N -1.658 -1.344 -0.134  0.051
7 N -2.648 0.804 0.727  -0.054
8 N -1.859 0.507 -1.549  0.080
9 N -0.531 0.714 0.554  0.089
10 H 0.281 -1.279 -0.563  0.098
11 H -2.396 -1.701 -0.734  0.071
12 H -1.879 -1.640 0.812  0.076
13 H -1.352 1.353 1.118  0.139
14 H -3.572 0.958 0.339  0.007
15 H -1.926 1.514 -1.629  0.071
16 H -1.078 0.170 -2.103  0.059
17 H 3.137 -0.408 -0.698  0.080
18 H 2.738 -1.673 0.479  0.085
19 H 2.442 -1.928 -1.247  0.085
20 H 2.368 0.515 1.792  0.086
21 H 2.439 1.649 0.444  0.089
22 H 1.296 1.932 1.768  0.085

=====

Entry two
Entry from OMol25: C4H13N5 as an isolated structure (the ωB97M-V functional and the def2-TZVPD basis).

Calculated values
Total charge: 0
Orbital gap (alpha / beta) (Ha): 0.30481 / 0.30479
HOMO energy (alpha / beta) (eV): -7.52 / -7.52
2S+1: 1

Each line ends with the Löwdin charge.
Geometry (Å):
1 C 1.593 -0.761 1.467  -0.055
2 N -0.678 -0.305 0.087  -0.265
3 C 0.665 0.298 0.902  -0.491
4 N -0.903 -1.698 0.276  0.094
5 N -1.916 0.341 0.384  0.092
6 N 0.319 1.386 1.524  0.029
7 H -1.546 -1.982 -0.462  0.101
8 H -0.027 -2.184 0.124  0.069
9 H -2.271 -0.130 1.215  0.091
10 H -1.631 1.270 0.711  0.065
11 H 0.992 1.656 2.234  0.039
12 H 1.931 -1.473 0.710  0.069
13 H 2.479 -0.262 1.859  0.084
14 H 1.105 -1.294 2.285  0.082
15 C -0.377 1.518 -1.757  -0.056
16 C 0.006 0.111 -1.378  -0.445
17 N 0.197 -0.781 -2.279  0.096
18 H 0.338 -1.728 -1.941  0.026
19 H 1.120 0.437 -0.376  0.145
20 H 0.266 1.824 -2.580  0.085
21 H -1.419 1.545 -2.078  0.082
22 H -0.245 2.212 -0.925  0.064

=====

Entry three
Entry from OMol25: a 2-piece molecular cluster, C4H13N5 overall (the ωB97M-V functional and the def2-TZVPD basis).

Calculated values
Total charge: 0
Orbital gap (Ha): 0.32189
HOMO energy (eV): -7.75
2S+1: 1
SMILES: [H]/N=C(\N)N(N)N.C=CC

Each line ends with the Löwdin charge.
Geometry (Å):
1 H 1.418 -1.855 0.687  0.031
2 N 1.549 -0.951 1.119  0.070
3 C 1.289 0.141 0.489  -0.486
4 N 2.306 0.881 -0.125  0.111
5 N 0.285 1.059 1.121  -0.219
6 N 0.812 2.329 1.511  0.000
7 N -0.400 0.469 2.221  0.005
8 H 2.434 1.829 0.196  0.063
9 H 2.991 0.325 -0.613  0.093
10 H 0.065 2.963 1.778  0.073
11 H 1.414 2.267 2.333  0.080
12 H 0.209 -0.008 2.884  0.072
13 H -1.382 0.718 2.204  0.077
14 C -0.056 -0.765 -1.941  -0.048
15 C -1.113 -1.327 -1.283  -0.224
16 C -2.553 -1.078 -1.599  -0.117
17 H 0.679 -1.458 -2.331  0.057
18 H -0.260 -0.001 -2.679  0.053
19 H -0.981 -2.346 -0.931  0.089
20 H -2.642 -0.144 -2.151  0.073
21 H -3.119 -1.159 -0.669  0.067
22 H -2.947 -1.887 -2.221  0.080

=====

According to the calculations, the structures order from most to least stable as entry one, entry three, entry two.

=====

Entry one
Entry from OMol25: a 14-piece molecular cluster, F6H26O13P overall (the ωB97M-V functional and the def2-TZVPD basis).

Calculated values
Total charge: -1
Orbital gap (Ha): 0.39048
HOMO energy (eV): -8.17
2S+1: 1

Each line ends with the Löwdin charge.
Geometry (Å):
1 P 0.100 0.591 -0.187  0.188
2 F -0.976 -0.317 0.607  -0.145
3 F -0.268 -0.183 -1.543  -0.128
4 F -1.109 1.661 -0.475  -0.163
5 F 1.142 1.543 -0.987  -0.140
6 F 0.402 1.400 1.177  -0.133
7 F 1.296 -0.419 0.141  -0.125
8 O -0.356 2.874 -2.975  -0.051
9 H 0.166 2.657 -2.189  0.012
10 H -0.369 3.833 -3.020  0.051
11 O 1.072 -3.854 1.228  -0.068
12 H 0.843 -4.721 0.883  0.024
13 H 1.137 -3.294 0.441  -0.003
14 O -2.237 0.861 -3.665  -0.078
15 H -2.463 0.539 -2.787  0.012
16 H -1.566 1.543 -3.500  -0.019
17 O 1.423 0.142 -4.136  -0.057
18 H 0.886 -0.263 -3.445  -0.007
19 H 1.997 0.740 -3.650  0.030
20 O 0.475 3.314 3.322  -0.042
21 H -0.112 2.907 2.676  0.015
22 H -0.102 3.772 3.937  0.049
23 O -3.444 -1.423 0.764  -0.060
24 H -3.053 -0.657 1.204  0.005
25 H -3.058 -2.176 1.219  0.035
26 O -2.621 1.777 1.829  -0.055
27 H -3.481 2.048 1.496  0.056
28 H -2.008 1.960 1.094  0.011
29 O 0.641 -2.906 -2.950  -0.061
30 H 0.480 -2.470 -3.792  0.046
31 H -0.181 -2.807 -2.438  0.004
32 O -1.119 0.203 3.822  -0.064
33 H -1.543 0.874 3.273  -0.022
34 H -0.646 -0.349 3.192  0.017
35 O -1.863 -2.745 -1.558  -0.045
36 H -1.802 -3.306 -0.780  0.048
37 H -1.816 -1.843 -1.209  0.018
38 O 3.226 2.436 2.930  -0.072
39 H 2.299 2.590 3.171  -0.004
40 H 3.528 1.789 3.575  0.029
41 O 2.606 -0.485 2.682  -0.065
42 H 1.912 -0.836 2.114  0.002
43 H 2.887 0.313 2.220  0.005
44 O 2.717 -2.733 -1.032  -0.069
45 H 2.757 -1.794 -0.827  0.019
46 H 2.201 -2.782 -1.852  -0.002

=====

Entry two
Entry from OMol25: a 14-piece molecular cluster, F6H26O13P overall (the ωB97M-V functional and the def2-TZVPD basis).

Calculated values
Total charge: -1
Orbital gap (Ha): 0.39172
HOMO energy (eV): -8.01
2S+1: 1

Each line ends with the Löwdin charge.
Geometry (Å):
1 P 0.629 -0.006 0.174  0.340
2 F -0.482 0.637 -0.793  -0.133
3 F -0.263 -1.395 0.335  -0.136
4 F 1.395 -0.483 -1.164  -0.145
5 F 1.898 -0.594 1.026  -0.150
6 F 1.372 1.477 0.131  -0.159
7 F 0.008 0.524 1.663  -0.159
8 O -2.614 1.672 3.744  -0.073
9 H -3.309 1.049 3.533  0.021
10 H -2.286 1.962 2.893  -0.049
11 O 1.684 4.199 -0.758  -0.041
12 H 2.470 4.745 -0.788  0.047
13 H 1.975 3.382 -0.353  0.018
14 O -0.022 3.856 2.728  -0.054
15 H -0.834 3.990 3.217  0.022
16 H -0.185 3.072 2.203  -0.008
17 O 0.359 2.860 -2.764  -0.064
18 H 0.443 3.354 -1.949  -0.014
19 H 0.308 1.945 -2.487  -0.009
20 O -0.779 -4.720 -0.434  -0.040
21 H -0.119 -4.050 -0.608  0.011
22 H -1.228 -4.839 -1.271  0.058
23 O -2.149 2.165 1.199  -0.050
24 H -1.935 1.450 0.599  0.002
25 H -3.038 2.424 0.956  0.069
26 O -2.663 -0.547 0.437  -0.064
27 H -2.899 -1.388 0.829  0.000
28 H -1.712 -0.586 0.341  -0.048
29 O -2.531 0.188 -3.090  -0.051
30 H -1.777 0.056 -2.516  -0.003
31 H -2.643 1.138 -3.125  0.029
32 O 2.123 -1.009 -3.923  -0.050
33 H 2.412 -0.134 -4.183  0.030
34 H 1.601 -0.865 -3.134  -0.007
35 O 1.771 -3.820 -1.684  -0.049
36 H 2.612 -4.166 -1.985  0.045
37 H 2.000 -3.039 -1.179  -0.017
38 O 3.439 -1.877 -0.559  -0.060
39 H 2.729 -1.234 -0.536  -0.030
40 H 3.315 -2.399 0.233  0.043
41 O 2.144 0.790 3.900  -0.051
42 H 3.067 0.587 3.748  0.022
43 H 1.714 0.595 3.068  -0.017
44 O -2.727 -3.304 0.933  -0.051
45 H -3.308 -4.064 0.958  0.043
46 H -1.966 -3.600 0.434  -0.016

=====

Entry three
Entry from OMol25: a 14-piece molecular cluster, F6H26O13P overall (the ωB97M-V functional and the def2-TZVPD basis).

Calculated values
Total charge: -1
Orbital gap (Ha): 0.34734
HOMO energy (eV): -7.47
2S+1: 1

Each line ends with the Löwdin charge.
Geometry (Å):
1 P -6.771 -2.136 -10.990  0.222
2 F -7.951 -1.267 -11.640  -0.121
3 F -6.898 -3.210 -12.205  -0.142
4 F -5.710 -1.249 -11.849  -0.143
5 F -5.571 -3.034 -10.365  -0.154
6 F -6.607 -1.080 -9.779  -0.128
7 F -7.868 -2.956 -10.130  -0.140
8 O -5.155 1.482 -11.336  -0.061
9 H -5.397 0.543 -11.329  -0.014
10 H -5.996 1.949 -11.357  0.032
11 O -5.874 -0.820 -6.603  -0.062
12 H -6.424 -1.096 -5.864  0.036
13 H -5.551 -1.657 -6.996  0.006
14 O -9.218 -4.064 -14.353  -0.073
15 H -8.699 -4.829 -14.091  0.027
16 H -9.658 -3.779 -13.528  -0.003
17 O -9.582 0.257 -13.649  -0.056
18 H -10.326 -0.350 -13.725  0.028
19 H -9.321 0.211 -12.722  0.012
20 O -10.161 -3.265 -11.776  -0.061
21 H -10.104 -3.597 -10.868  0.005
22 H -9.918 -2.336 -11.700  0.027
23 O -10.413 -4.234 -9.002  -0.045
24 H -9.762 -3.845 -8.402  0.032
25 H -10.463 -5.163 -8.754  0.050
26 O -6.228 -3.284 -14.922  -0.060
27 H -6.999 -3.363 -15.493  0.034
28 H -6.591 -3.387 -14.027  -0.001
29 O -4.999 -5.361 -11.924  -0.065
30 H -5.732 -5.609 -12.494  0.021
31 H -5.343 -4.625 -11.390  -0.009
32 O -4.889 -0.651 -14.486  -0.076
33 H -5.377 -1.313 -14.993  -0.002
34 H -5.201 -0.780 -13.580  -0.009
35 O -3.595 -1.076 -9.646  -0.049
36 H -3.591 -0.389 -8.971  0.045
37 H -4.525 -1.326 -9.729  -0.030
38 O -8.985 -1.300 -8.088  -0.049
39 H -8.393 -1.600 -7.394  0.019
40 H -8.530 -1.551 -8.907  -0.006
41 O -4.869 -3.372 -7.721  -0.051
42 H -5.330 -4.191 -7.512  0.050
43 H -4.679 -3.439 -8.669  0.029
44 O -7.067 1.709 -7.787  -0.070
45 H -6.454 1.783 -7.051  0.018
46 H -7.211 0.759 -7.879  -0.013

=====

According to the calculations, the structures order from most to least stable as entry one, entry three, entry two.

=====

Entry one
Entry from OMol25: an isolated ion of composition C4H13N2 and charge +2 (the ωB97M-V functional and the def2-TZVPD basis).

Calculated values
Total charge: +2
Orbital gap (alpha / beta) (Ha): 0.51091 / 0.35415
HOMO energy (alpha / beta) (eV): -21.06 / -21.75
2S+1: 2

Each line ends with the Löwdin charge.
Geometry (Å):
1 N -1.983 -0.823 -0.594  0.241
2 C -0.855 -0.222 0.229  -0.289
3 C -1.381 1.099 0.772  -0.019
4 C 0.343 -0.023 -0.731  -0.078
5 N 1.490 0.450 0.065  0.144
6 C 2.639 -0.370 0.321  0.032
7 H -1.644 -1.606 -1.166  0.185
8 H -2.719 -1.207 0.009  0.194
9 H -2.396 -0.118 -1.211  0.188
10 H -0.625 -0.922 1.030  0.167
11 H -1.386 1.889 0.021  0.108
12 H -0.755 1.479 1.578  0.107
13 H -2.347 0.970 1.263  0.111
14 H 0.662 -0.948 -1.202  0.147
15 H 0.142 0.764 -1.461  0.159
16 H 1.741 1.413 -0.172  0.190
17 H 2.396 -1.120 1.089  0.142
18 H 2.923 -0.888 -0.599  0.147
19 H 3.439 0.223 0.744  0.124

=====

Entry two
Entry from OMol25: a 2-piece molecular cluster, C4H13N2 overall (the ωB97M-V functional and the def2-TZVPD basis).

Calculated values
Total charge: +2
Orbital gap (alpha / beta) (Ha): 0.30277 / 0.24533
HOMO energy (alpha / beta) (eV): -20.25 / -20.24
2S+1: 2

Each line ends with the Löwdin charge.
Geometry (Å):
1 N -2.121 1.460 -2.098  0.526
2 C 2.191 -0.438 -1.008  0.027
3 C 1.024 0.458 -0.469  -0.238
4 N 0.015 -0.353 0.106  0.225
5 C -0.153 -0.151 1.465  -0.224
6 C -0.805 -1.344 2.187  -0.028
7 H -1.533 1.195 -1.304  0.100
8 H -2.202 0.788 -2.872  0.170
9 H 2.833 -0.802 -0.216  0.104
10 H 2.703 0.209 -1.720  0.109
11 H 1.779 -1.248 -1.612  0.099
12 H 0.549 0.974 -1.321  0.129
13 H 1.447 1.294 0.100  0.144
14 H -2.913 2.112 -1.985  0.175
15 H -0.782 0.751 1.656  0.212
16 H 0.783 0.067 2.026  0.179
17 H -1.447 -1.925 1.522  0.094
18 H -0.018 -2.038 2.480  0.101
19 H -1.352 -1.009 3.063  0.097

=====

According to the calculations, the structures order from most to least stable as entry one, entry two.